Entry from OMol25: a 14-piece molecular cluster, C33H89N5O14S9 overall at a distorted geometry (ωB97M-V/def2-TZVPD).

XYZ file:
```
150
Properties=species:S:1:pos:R:3:forces:R:3
C -0.6461 -17.9584 -10.6700 0.15 -1.44 0.99
C -2.0199 -18.4632 -10.3273 -0.94 -0.70 0.63
O -3.0537 -17.9051 -10.7251 0.77 -0.63 0.19
N -2.0729 -19.6377 -9.5495 -0.06 2.30 -1.40
C -0.8419 -20.3124 -9.1753 -1.31 -2.13 0.21
H -0.1076 -17.7372 -9.7423 0.13 -0.11 -0.23
H -0.6054 -17.1073 -11.2928 -0.46 0.91 -0.64
H -0.1919 -18.8132 -11.1936 0.37 0.38 0.09
H -2.9201 -20.2078 -9.7168 0.61 0.26 0.10
H -0.5431 -21.0111 -9.9901 0.13 0.36 0.58
H -1.0917 -20.9016 -8.2567 0.46 0.26 -0.71
H -0.0393 -19.6523 -8.9375 0.34 0.50 0.09
C -10.4291 -16.3994 -10.2892 -0.28 -0.20 0.23
C -10.3418 -17.8881 -10.0370 -2.08 -1.42 0.02
O -11.2874 -18.6553 -10.3429 1.10 1.08 0.19
N -9.3307 -18.3551 -9.2872 -0.46 0.08 -0.28
C -9.4144 -19.6918 -8.6632 1.86 0.69 -0.64
H -11.3668 -16.1223 -10.7867 0.37 -0.31 0.11
H -9.5916 -15.9935 -10.8174 0.57 0.10 -0.57
H -10.3878 -15.9330 -9.3127 -0.18 0.25 0.28
H -8.5488 -17.7419 -9.0897 0.02 -0.25 0.54
H -8.6034 -19.6059 -7.9001 -0.44 -0.75 -0.56
H -9.2064 -20.4746 -9.4572 -0.28 0.64 1.24
H -10.3519 -19.8643 -8.1363 -0.09 0.17 -0.36
C -7.5079 -16.6342 -13.1910 0.08 -0.30 0.61
C -6.0321 -16.4109 -12.8503 0.11 -1.15 -0.20
O -5.5428 -15.2935 -12.8793 0.13 -0.06 0.08
N -5.2731 -17.5394 -12.5689 -1.57 0.65 -0.56
C -5.8282 -18.9012 -12.3476 -0.50 2.18 -0.22
H -7.5878 -17.1516 -14.1383 0.08 -0.48 -0.20
H -7.9877 -15.6710 -13.3768 0.06 -0.08 0.52
H -8.0253 -17.2634 -12.4171 0.31 0.69 -0.67
H -4.3237 -17.3230 -12.3809 0.83 -0.11 0.50
H -5.0302 -19.6089 -12.1695 -0.28 -0.04 0.23
H -6.4343 -19.1144 -13.2212 0.10 -0.65 -0.22
H -6.5365 -18.7833 -11.5221 0.23 -0.71 0.26
C -2.7436 -27.4388 -10.2113 0.81 -1.27 -0.16
C -2.9350 -26.0497 -10.6782 -0.85 1.57 -1.98
O -4.0803 -25.5578 -10.7295 1.48 -0.32 0.18
N -1.8412 -25.4001 -11.2213 0.67 -3.25 1.66
C -1.9192 -24.2052 -11.9305 0.54 3.14 -1.74
H -1.8467 -27.5552 -9.5800 -0.33 -0.09 -0.36
H -2.7551 -28.2196 -11.0368 0.23 1.22 0.73
H -3.6121 -27.6221 -9.6261 -0.56 -0.45 0.74
H -0.9141 -25.8761 -11.0777 -1.59 0.91 -0.37
H -1.1070 -24.0814 -12.7097 -0.67 -0.54 0.95
H -1.8182 -23.3059 -11.2821 -0.21 -0.44 -0.26
H -2.8596 -24.0672 -12.5018 0.30 -0.43 0.61
C -3.6545 -22.9993 -3.8093 0.06 0.08 -1.40
C -2.9778 -22.0461 -4.8070 -0.60 1.03 0.76
O -2.1911 -22.3414 -5.6974 -0.38 0.18 0.44
N -3.2976 -20.7350 -4.5067 0.65 -1.06 -0.70
C -2.5811 -19.6290 -5.0744 0.82 -0.23 -0.67
H -4.1501 -23.8420 -4.3463 0.67 0.53 0.70
H -4.4357 -22.4240 -3.3150 0.14 -0.28 0.43
H -2.8173 -23.3012 -3.1659 -0.61 -0.32 0.11
H -3.9254 -20.5517 -3.7499 -0.19 -0.16 0.30
H -1.5934 -19.4795 -4.5945 -0.50 0.10 -0.03
H -3.2091 -18.7555 -4.9706 0.10 0.41 -0.09
H -2.3486 -19.8265 -6.1411 -0.36 0.15 0.50
C -6.4149 -22.7807 -10.4169 -1.08 1.48 -1.91
S -4.9158 -22.3413 -9.6502 1.47 0.44 0.87
O -4.0303 -21.6200 -10.6477 -0.26 -0.47 -0.31
C -5.4872 -20.9951 -8.6804 -1.34 0.37 0.69
H -6.8367 -21.8850 -10.9901 0.47 -1.01 0.82
H -7.1892 -23.2547 -9.8233 0.17 0.02 0.51
H -6.0784 -23.4835 -11.1546 0.03 -0.50 -0.48
H -5.9601 -20.2220 -9.3497 0.50 -0.69 0.76
H -4.7047 -20.6109 -8.0321 0.49 0.21 -0.41
H -6.1686 -21.4410 -7.9430 -0.38 0.22 -0.37
C -9.8195 -22.4675 -13.7127 0.31 0.65 0.77
S -9.1874 -20.7545 -13.7858 0.05 0.02 0.31
O -9.0337 -20.2815 -15.1863 -0.05 -0.32 -0.19
C -10.7114 -20.0359 -13.1612 -0.27 0.87 0.58
H -10.7342 -22.4418 -14.2860 -0.24 -0.46 -0.16
H -9.9806 -22.6393 -12.6312 -0.25 0.06 -0.43
H -9.0923 -23.2005 -14.0500 0.08 0.20 -0.36
H -10.7499 -20.1680 -12.0759 0.39 0.34 0.01
H -11.6010 -20.5582 -13.4820 -0.18 -0.10 -0.75
H -10.7722 -18.9411 -13.4290 0.26 -1.27 0.30
C -4.2274 -16.9774 -8.3039 -1.49 -0.94 -0.42
S -5.8562 -17.1755 -9.1607 0.89 1.51 -0.12
O -6.8657 -17.2772 -8.0459 -0.09 -0.17 -0.02
C -5.9592 -15.4344 -9.7267 0.04 -0.52 -0.03
H -3.5006 -16.4190 -8.8898 -0.10 -0.27 0.22
H -4.0314 -18.0233 -8.1347 1.04 -0.37 -0.23
H -4.4813 -16.6324 -7.3234 -0.13 0.97 0.47
H -5.1412 -15.1324 -10.3552 0.58 -0.41 -0.47
H -5.8746 -14.8273 -8.8397 -0.55 0.22 0.40
H -6.8505 -15.2812 -10.3341 -0.20 0.01 0.42
C -1.5794 -17.9822 -14.4648 -1.25 -2.27 -0.10
S -1.3939 -19.8354 -14.1261 0.21 0.13 0.40
O -0.2261 -20.0068 -13.1912 -0.28 0.19 -0.27
C -2.8611 -20.2024 -13.0765 -0.63 1.19 -1.79
H -0.7197 -17.6955 -15.0507 0.21 0.09 0.04
H -1.6850 -17.5068 -13.5091 0.04 0.51 0.32
H -2.5106 -17.9452 -15.0668 0.51 0.35 0.34
H -2.8038 -21.1846 -12.6498 0.42 -0.44 0.13
H -3.7877 -20.1549 -13.7100 0.92 -0.03 0.37
H -2.9342 -19.4392 -12.3180 0.02 0.03 0.26
C -6.9968 -27.4791 -9.8690 1.14 -0.22 0.20
S -8.3838 -26.4102 -10.2774 -0.08 -0.43 -1.34
O -8.3399 -25.3185 -9.2880 -0.02 0.58 0.82
C -7.7542 -25.6951 -11.8339 0.48 0.17 -1.08
H -6.6362 -28.1403 -10.6981 -0.66 0.53 0.60
H -7.2513 -28.0784 -8.9596 0.07 0.49 -0.84
H -6.1675 -26.7777 -9.6300 -0.38 -0.40 -0.09
H -6.6338 -25.4714 -11.8334 -1.58 -0.21 0.25
H -8.3919 -24.8123 -12.0934 0.70 -0.38 0.81
H -7.9874 -26.3553 -12.6943 0.32 -0.19 0.66
C -7.8051 -18.4256 -3.3711 0.79 0.18 -3.04
S -6.2447 -19.3106 -3.7567 0.54 0.41 -0.25
O -6.0457 -20.5699 -2.9792 -0.52 0.02 0.20
C -6.6999 -19.7820 -5.4150 -1.15 0.31 -1.82
H -7.7376 -17.9273 -2.4492 0.04 0.44 1.22
H -8.6523 -19.0686 -3.5079 -0.47 -0.45 0.34
H -7.8491 -17.6725 -4.2331 0.09 -0.77 1.27
H -7.7753 -20.1008 -5.4432 0.91 0.16 0.04
H -6.0916 -20.5500 -5.9299 -0.03 0.05 1.16
H -6.6015 -18.9144 -6.1141 -0.23 -0.19 0.75
C -11.6760 -24.0912 -8.8368 0.07 0.74 0.04
S -11.1695 -22.3875 -9.2172 0.13 -0.83 -0.13
O -10.2223 -22.6384 -10.3360 0.51 0.50 -0.56
C -12.7077 -21.8650 -9.9324 -1.11 0.20 0.92
H -12.1732 -24.4821 -9.7351 0.19 -0.01 0.34
H -12.3485 -24.0448 -7.9743 0.18 -0.44 -0.06
H -10.7028 -24.5832 -8.6697 -0.57 -0.03 0.15
H -12.6644 -20.9290 -10.4681 0.64 0.19 -0.31
H -13.3863 -21.6255 -9.0827 0.21 -0.52 -0.43
H -13.0799 -22.6857 -10.5402 -0.20 0.14 -0.13
C -3.2896 -25.1574 -6.5245 -0.79 0.78 0.48
S -1.7834 -25.9745 -6.9933 1.08 -0.12 0.74
O -1.0724 -26.4415 -5.7250 -0.88 0.72 -1.35
C -0.9041 -24.4810 -7.5825 0.24 -0.97 0.52
H -3.9489 -25.9090 -6.1021 0.06 -0.20 0.32
H -3.8528 -24.7260 -7.3505 0.31 -0.12 -0.59
H -3.1453 -24.3011 -5.8409 0.39 -0.90 -0.38
H -1.2996 -24.1469 -8.5440 0.23 -0.08 0.08
H 0.1521 -24.7489 -7.5369 -0.02 -0.25 -0.76
H -0.9804 -23.7542 -6.8092 -0.55 0.80 0.43
C -7.7217 -25.1654 -6.2612 -0.80 0.88 0.09
S -6.9360 -23.8352 -5.3213 0.38 0.27 -0.82
O -6.1451 -23.0506 -6.3544 -0.56 -0.46 0.75
C -8.4055 -22.9031 -4.9460 -1.25 -0.29 -0.19
H -8.3381 -25.8315 -5.6715 0.23 -0.18 0.55
H -6.8994 -25.6622 -6.7186 0.51 -0.58 -0.45
H -8.3888 -24.7575 -7.0222 0.39 0.19 -0.15
H -8.8806 -22.4311 -5.8101 0.26 -0.40 -0.37
H -8.1993 -22.1053 -4.2769 0.62 0.55 0.82
H -9.1473 -23.5562 -4.4607 0.32 0.03 -0.14
```
Forces are in eV/Å.

- LUMO energy (eV) = 0.0795
- energy above the lowest of the compared OMol25 structures with the same formula, charge and spin (eV) = 0.857
- energy (eV) = -169291.64672
- HOMO (eV) = -8.4
- charge = 0
- orbital gap (Ha) = 0.31155